Below is the molecule C2H6N4O at a distorted geometry, with properties calculated with ωB97M-V with the def2-TZVPD basis set.

## Properties
multiplicity = 1
structure (SMILES) = [H]/N=C(/N)O/C=N\N

Positions of all 13 atoms, in Å:
C 0.341 -1.105 0.352
C -1.173 0.645 0.122
H 2.544 0.034 -0.180
H 3.184 -1.437 -0.788
H -0.415 -1.661 0.974
H -2.281 2.261 0.050
H -0.616 2.546 0.462
H -1.753 -0.990 -0.613
N 2.316 -0.810 -0.810
N 1.380 -1.577 -0.124
N -1.473 1.884 0.615
N -2.190 -0.068 -0.328
O 0.135 0.278 0.267

Cartesian forces (eV/Å) of the 2 atoms listed first:
C -0.89 1.02 0.69
C -3.05 -1.78 -0.60

Below is the molecule C2H6N4O at a distorted geometry, with properties calculated with ωB97M-V with the def2-TZVPD basis set.

## Properties
multiplicity = 1
structure (SMILES) = N/N=C\N(N)C=O

Positions of all 13 atoms, in Å:
C -0.571 -1.153 -0.188
C 0.606 0.906 -0.514
H -2.764 1.029 0.498
H -1.279 1.260 0.783
H -0.459 -2.224 -0.557
H 2.647 -0.588 -0.197
H 1.769 -0.772 1.263
H -0.116 1.221 -1.309
N -1.855 0.758 0.202
N -1.683 -0.608 -0.089
N 0.607 -0.469 -0.204
N 1.813 -1.042 0.251
O 1.284 1.682 0.062

Cartesian forces (eV/Å) of the 2 atoms listed first:
C 1.25 -2.16 -1.87
C -1.61 -1.14 -0.85

Below is the molecule C2H6N4O at a distorted geometry, with properties calculated with ωB97M-V with the def2-TZVPD basis set.

## Properties
multiplicity = 1
structure (SMILES) = N=C=NC(N)(N)O

Positions of all 13 atoms, in Å:
C -0.488 -0.228 0.364
C 1.544 0.547 -0.192
N -0.612 -1.572 -0.083
N -0.656 0.720 -0.805
O -1.386 0.094 1.399
N 0.845 0.098 0.741
N 2.646 0.699 -0.697
H -0.872 0.246 2.201
H -1.577 -1.873 -0.102
H -0.026 -2.201 0.448
H -0.947 1.644 -0.505
H -1.348 0.366 -1.456
H 2.877 1.460 -1.311

Cartesian forces (eV/Å) of the 2 atoms listed first:
C 0.07 1.69 -1.29
C 1.79 -1.24 2.07

Below is the molecule C2H6N4O at a distorted geometry, with properties calculated with ωB97M-V with the def2-TZVPD basis set.

## Properties
multiplicity = 1
structure (SMILES) = [H]/N=C(/C=N/N)NO

Positions of all 13 atoms, in Å:
C -0.450 -0.775 0.044
C 0.992 -0.588 0.052
H -2.951 -0.673 -0.182
H -3.010 1.000 -0.080
H -0.969 -1.728 -0.016
H 2.738 -1.354 -0.199
H 2.303 0.733 0.933
H 0.454 2.074 -0.291
N -2.460 0.177 -0.094
N -1.175 0.285 0.088
N 1.691 -1.594 -0.315
N 1.432 0.681 0.488
O 1.403 1.761 -0.426

Cartesian forces (eV/Å) of the 2 atoms listed first:
C -1.28 1.17 0.15
C 0.44 -0.83 -0.75

Below is the molecule C2H6N4O2 at a distorted geometry, with properties calculated with ωB97M-V with the def2-TZVPD basis set.

## Properties
multiplicity = 1
structure (SMILES) = [H]/N=C(NO)/C(=N\[H])NO

Positions of all 14 atoms, in Å:
C 0.494 0.147 -0.587
C 0.415 -0.663 0.734
H -0.201 2.812 -1.172
H -1.321 0.633 -0.602
H 1.764 0.780 -1.793
H 2.120 0.025 1.692
H -0.704 -2.117 1.704
H -2.193 -1.413 0.048
N -0.434 1.118 -0.535
N 1.676 -0.044 -1.106
N 1.291 -0.674 1.753
N -0.589 -1.737 0.790
O -0.490 2.029 -1.620
O -1.828 -0.895 0.693

Cartesian forces (eV/Å) of the 2 atoms listed first:
C 4.83 -2.27 2.60
C 2.66 -2.50 3.49

Below is a cluster of 2 separate species, C2H6N4O2 in total at a distorted geometry, with properties calculated with ωB97M-V with the def2-TZVPD basis set.

## Properties
multiplicity = 1
structure (SMILES) = [H]/N=C/C=N/O.[H]/N=N\O

Positions of all 14 atoms, in Å:
C -1.317 1.376 0.045
C -1.142 0.127 -0.667
N -0.573 1.634 1.036
N 2.800 -1.717 0.362
N -1.922 -0.149 -1.631
N 1.843 -1.003 0.440
O -1.801 -1.311 -2.272
O 1.833 -0.010 1.406
H -2.117 2.018 -0.335
H -0.345 -0.545 -0.331
H -0.751 2.512 1.512
H 3.580 -1.566 1.024
H -1.088 -1.878 -1.905
H 1.000 0.512 1.315

Cartesian forces (eV/Å) of the 2 atoms listed first:
C -0.37 0.44 -0.04
C 0.41 -0.91 -0.14

Below is the molecule C2H6N4O2 at a distorted geometry, with properties calculated with ωB97M-V with the def2-TZVPD basis set.

## Properties
multiplicity = 1
structure (SMILES) = [H]/N=C(/N)N(N)C(=O)O

Positions of all 14 atoms, in Å:
C -0.552 -0.534 -0.822
C 1.881 0.399 -0.155
N -0.253 -0.699 -2.060
N -1.846 -0.696 -0.364
N 0.333 -0.046 0.193
N -0.135 0.354 1.537
O 2.130 1.174 0.826
O 2.460 0.008 -1.134
H 0.683 -0.530 -2.417
H -2.621 -1.023 -0.907
H -2.048 -0.409 0.553
H -0.861 -0.303 1.796
H -0.516 1.308 1.502
H 1.343 0.997 1.452

Cartesian forces (eV/Å) of the 2 atoms listed first:
C 0.77 1.05 -1.24
C -3.55 -2.30 -1.18

Below is the molecule C2H6N4O2 at a distorted geometry, with properties calculated with ωB97M-V with the def2-TZVPD basis set.

## Properties
multiplicity = 1
structure (SMILES) = C=NO/C(=N\N)NO

Positions of all 14 atoms, in Å:
C 0.546 0.332 0.422
C -1.315 0.288 -2.443
H -1.176 -1.792 0.390
H -0.913 -2.088 1.977
H 2.282 1.516 0.243
H 1.424 -0.035 2.147
H -1.038 1.331 -2.717
H -1.987 -0.345 -3.112
N -1.068 -1.309 1.287
N 0.161 -0.544 1.257
N 1.473 1.338 0.840
N -0.725 -0.202 -1.399
O 2.186 0.743 1.964
O 0.150 0.767 -0.856

Cartesian forces (eV/Å) of the 2 atoms listed first:
C -0.25 1.78 -0.95
C 0.93 -0.41 0.48

Below is a cluster of 2 separate species, C2H6N4O3 in total at a distorted geometry, with properties calculated with ωB97M-V with the def2-TZVPD basis set.

## Properties
multiplicity = 1

Positions of all 15 atoms, in Å:
C 0.991 -0.208 -0.175
C -1.143 1.179 1.065
N 1.787 0.689 -0.057
N 0.539 -1.259 -0.746
N -0.720 -0.040 1.423
N 1.031 -1.791 -1.957
O -2.171 1.429 0.449
O -0.274 2.152 1.455
O -1.570 -1.026 0.909
H -0.689 3.009 1.270
H -0.356 -1.621 -0.366
H 1.710 1.475 0.569
H 1.361 -1.034 -2.557
H 1.823 -2.409 -1.770
H -2.320 -0.543 0.489

Cartesian forces (eV/Å) of the 2 atoms listed first:
C -0.09 1.88 1.70
C -0.44 0.22 -0.53

Below is the molecule C2H6N4OS at a distorted geometry, with properties calculated with ωB97M-V with the def2-TZVPD basis set.

## Properties
multiplicity = 1
structure (SMILES) = NN(/C=N\O)/C=N\S

Positions of all 14 atoms, in Å:
C 1.102 0.666 -0.750
C 0.080 -0.960 0.905
H 2.167 -1.845 -1.109
H 3.137 -0.899 -0.169
H 1.599 0.617 -1.742
H -0.312 2.604 0.890
H 0.460 -1.411 1.842
H -1.286 -0.092 -1.522
N 2.238 -1.342 -0.191
N 1.145 -0.506 0.050
N 0.650 1.778 -0.410
N -1.166 -0.863 0.762
O 0.192 1.772 0.912
S -2.153 -0.304 -0.493

Cartesian forces (eV/Å) of the 2 atoms listed first:
C 0.76 -1.98 -0.38
C 1.24 0.15 -0.04

Record-wise energy relative to the best compared isomer or geometry (same formula, charge and spin) values, in kJ/mol: 258.5, 368.2, 186.1, 428.6, 500.1, 427.1, 141.6, 542.1, 377.4, 453.8